# 1
{
  "formula": "C3H4NO2P",
  "method": "ωB97M-V/def2-TZVPD",
  "symbols": ["C", "C", "C", "N", "O", "O", "P", "H", "H", "H", "H"],
  "coordinates": [[1.5906, -1.8504, -0.1995], [-1.7694, 1.7998, 0.5374], [-0.3302, 0.3350, 2.0874], [1.1504, -1.4260, 0.8572], [0.4513, 0.3251, 2.9564], [0.1087, -0.5126, 0.6100], [-2.0311, 0.9712, 1.9855], [2.3761, -2.5598, 0.0117], [1.2550, -1.4729, -1.2063], [-2.5330, 2.3197, 0.0739], [-0.7709, 1.8497, -0.1277]],
  "lumo_ev": -0.799,
  "e_above_lowest_kcal_mol": 76.8,
  "fmax_ev_per_a": 4.447
}

# 2
{
  "formula": "C32H38FN5O2S3SiY",
  "method": "ωB97M-V/def2-TZVPD",
  "symbols": ["Y", "C", "C", "S", "C", "C", "S", "C", "C", "S", "H", "H", "H", "H", "H", "H", "H", "H", "H", "H", "H", "H", "C", "C", "N", "C", "C", "C", "C", "C", "C", "C", "C", "C", "N", "C", "H", "H", "H", "H", "H", "H", "H", "H", "C", "Si", "C", "C", "N", "C", "C", "C", "C", "C", "C", "F", "H", "H", "H", "H", "H", "H", "H", "H", "H", "H", "H", "H", "H", "C", "N", "C", "C", "C", "O", "N", "C", "O", "H", "H", "H", "H", "H"],
  "coordinates": [[-0.3782, -0.3725, -0.3642], [3.5284, -1.4853, -0.9991], [3.6290, -1.7886, 0.4896], [2.0257, -1.7298, 1.3563], [2.4275, -0.6628, 2.7759], [2.8694, 0.7579, 2.4618], [1.7244, 1.6223, 1.3368], [2.8821, 2.3148, 0.1179], [3.6726, 1.2967, -0.6884], [2.6144, 0.0197, -1.4576], [2.9926, -2.2814, -1.5154], [4.5276, -1.4151, -1.4297], [4.2948, -1.0921, 0.9962], [4.0291, -2.7941, 0.6165], [3.1932, -1.1650, 3.3673], [1.5009, -0.6537, 3.3524], [3.8573, 0.7854, 2.0055], [2.9141, 1.3260, 3.3904], [3.5603, 2.9876, 0.6427], [2.2445, 2.9092, -0.5368], [4.4138, 0.7853, -0.0773], [4.1965, 1.8155, -1.4904], [-2.3824, 3.3206, 1.9852], [-1.4815, 2.5210, 1.2762], [-1.4130, 1.2090, 1.3972], [-2.2489, 0.6106, 2.2770], [-3.2079, 1.3270, 3.0154], [-3.2612, 2.7211, 2.8463], [-4.0680, 0.6404, 3.9284], [-3.9285, -0.6839, 4.1436], [-2.9333, -1.4374, 3.4468], [-2.7359, -2.8103, 3.6789], [-1.7633, -3.4748, 2.9808], [-1.0137, -2.7770, 2.0297], [-1.1825, -1.4871, 1.7791], [-2.1155, -0.8085, 2.4911], [-2.3746, 4.3916, 1.8418], [-0.7958, 2.9841, 0.5799], [-3.9841, 3.2995, 3.4076], [-4.8278, 1.2117, 4.4466], [-4.5651, -1.2034, 4.8487], [-3.3577, -3.3189, 4.4052], [-1.5793, -4.5287, 3.1329], [-0.2675, -3.2945, 1.4372], [-5.2648, -0.3011, -0.6267], [-3.6743, -1.0249, -1.3613], [-3.2530, -2.5792, -0.3568], [-3.9532, -1.7143, -3.1042], [-2.3682, 0.1172, -1.2165], [-2.3544, 1.2353, -2.0291], [-3.4099, 1.6128, -2.8892], [-3.3368, 2.6960, -3.7425], [-2.2077, 3.5015, -3.7876], [-1.1581, 3.1977, -2.9390], [-1.2665, 2.1163, -2.1012], [-0.1386, 1.8590, -1.2827], [-5.9920, -1.0856, -0.4040], [-5.7484, 0.4115, -1.2972], [-5.0474, 0.2278, 0.3054], [-3.8435, -3.4061, -0.7570], [-3.5101, -2.4820, 0.7004], [-2.2023, -2.8673, -0.4445], [-4.9261, -2.2074, -3.1663], [-3.1895, -2.4637, -3.3300], [-3.9074, -0.9591, -3.8893], [-4.3105, 1.0167, -2.8833], [-4.1804, 2.9100, -4.3866], [-2.1422, 4.3404, -4.4649], [-0.2526, 3.7911, -2.9128], [0.9530, -5.7654, -2.3653], [0.5984, -4.3586, -2.5185], [0.3831, -3.8344, -3.7580], [0.1108, -2.5319, -3.9574], [0.0532, -1.6833, -2.8017], [-0.1151, -0.4487, -2.8256], [0.1958, -2.2431, -1.5582], [0.5066, -3.5572, -1.3762], [0.6996, -4.0461, -0.2669], [0.3312, -6.3792, -3.0149], [0.7855, -6.0435, -1.3310], [2.0003, -5.9328, -2.6198], [0.4458, -4.5352, -4.5801], [-0.0515, -2.1185, -4.9402]],
  "lumo_ev": -2.871,
  "charge": 1,
  "fmax_ev_per_a": 1.400
}

# 3
{
  "formula": "CH2NO2",
  "method": "ωB97M-V/def2-TZVPD",
  "symbols": ["C", "N", "O", "O", "H", "H"],
  "coordinates": [[-0.6298, -0.0172, 0.0091], [0.0488, 0.9510, 0.1312], [0.2437, 2.1570, -0.0639], [1.3728, -1.5209, 0.0824], [0.6071, -1.2098, 0.2046], [-1.6425, -0.3601, -0.3633]],
  "lumo_ev": 3.623,
  "charge": -1,
  "e_above_lowest_kcal_mol": 176.7,
  "fmax_ev_per_a": 10.556
}

# 4
{
  "formula": "C5H6O2",
  "method": "ωB97M-V/def2-TZVPD",
  "symbols": ["O", "C", "C", "C", "C", "C", "O", "H", "H", "H", "H", "H", "H"],
  "coordinates": [[-2.1864, -0.0951, -0.4820], [-1.4505, 0.9929, 0.0393], [-0.0019, 0.6401, 0.2453], [0.5163, -0.6441, 0.7095], [1.9434, -0.4507, 0.2912], [0.9022, 0.1508, -0.6724], [-0.0547, -1.7256, 0.4753], [-1.8956, -0.9053, -0.0286], [-1.8860, 1.3618, 0.9799], [-1.5252, 1.8003, -0.6928], [2.4637, -1.3984, 0.1512], [2.5541, 0.3615, 0.6777], [0.6204, -0.0881, -1.6937]],
  "lumo_ev": -0.152,
  "e_above_lowest_kcal_mol": 92.4,
  "fmax_ev_per_a": 2.175
}

# 5
{
  "formula": "C18H18FN5S",
  "method": "ωB97M-V/def2-TZVPD",
  "symbols": ["F", "S", "N", "C", "C", "C", "C", "C", "C", "C", "C", "C", "C", "C", "C", "C", "C", "N", "N", "N", "N", "C", "C", "C", "C", "H", "H", "H", "H", "H", "H", "H", "H", "H", "H", "H", "H", "H", "H", "H", "H", "H", "H"],
  "coordinates": [[-2.4180, -6.3935, -1.4222], [1.6006, 3.2491, -2.5090], [0.9609, 2.7126, 4.9000], [0.7828, 2.5456, -1.2248], [1.6849, 1.9135, 5.6545], [-1.9585, -4.1932, -0.4929], [-2.0885, -4.4491, -2.8126], [2.5471, 1.7204, 1.1641], [0.9086, 3.0301, 2.4083], [2.8847, 1.0896, 2.3653], [-1.9311, -2.7400, -0.5474], [-1.8079, -3.0331, -2.9129], [-2.1550, -5.0044, -1.5509], [1.3717, 2.4710, 3.6010], [1.4698, 2.6517, 1.1692], [2.3030, 1.4869, 3.5001], [-1.7782, -2.1927, -1.8288], [1.0205, 3.2417, -0.0140], [2.5053, 1.1830, 4.8240], [-0.0264, 1.4092, -1.3933], [-1.5470, -0.8839, -2.0575], [0.6360, 0.2951, -2.0570], [-1.2855, 1.1112, -0.6136], [-0.3010, -0.4727, -2.8724], [-2.2483, 0.2608, -1.4184], [1.6127, 1.7691, 6.7715], [-1.8460, -4.7271, 0.4477], [-2.2450, -5.2044, -3.6265], [2.8342, 1.2919, 0.2324], [0.2133, 3.7643, 2.5787], [3.5667, 0.2788, 2.4554], [-1.8143, -2.0785, 0.3286], [-1.6691, -2.6525, -3.8540], [1.6207, 4.0508, -0.2458], [2.9949, 0.3691, 5.1542], [1.5003, 0.6342, -2.6583], [1.1355, -0.4384, -1.3694], [-1.0112, 0.4736, 0.2853], [-1.8326, 2.0194, -0.1927], [-0.7486, 0.0682, -3.6545], [0.2886, -1.3135, -3.3017], [-2.6425, 0.8482, -2.2944], [-3.0879, -0.1620, -0.9154]],
  "lumo_ev": 0.424,
  "e_above_lowest_kcal_mol": 50.4,
  "fmax_ev_per_a": 4.510
}

# 6
{
  "formula": "C3H14O4",
  "method": "ωB97M-V/def2-TZVPD",
  "symbols": ["C", "C", "C", "H", "H", "H", "H", "H", "H", "H", "H", "O", "H", "H", "O", "H", "H", "O", "H", "H", "O"],
  "coordinates": [[-0.3270, 1.5808, -1.5957], [-1.5387, 1.0092, -1.0143], [-1.9798, -0.3031, -1.1103], [0.2988, 0.8469, -2.0751], [-0.5049, 2.3260, -2.3871], [0.1813, 2.1110, -0.7631], [-2.0646, 1.7392, -0.4186], [-2.9699, -0.5906, -0.7773], [-1.2939, -1.1025, -1.3174], [1.2578, -2.1619, -0.3249], [1.1265, -2.6069, -1.7985], [0.9472, -1.8499, -1.2058], [1.1431, 1.1366, 1.5893], [2.4397, 1.1162, 0.9218], [1.8024, 1.7188, 1.2865], [1.9548, -2.0830, 2.3279], [0.6918, -1.4171, 1.7636], [1.2919, -2.2012, 1.6103], [-0.9171, 0.3231, 2.5797], [-0.9656, 0.4041, 0.9984], [-0.5737, 0.0044, 1.7105]],
  "lumo_ev": [-5.425, -9.063],
  "charge": 1,
  "multiplicity": 2,
  "e_above_lowest_kcal_mol": 25.5,
  "fmax_ev_per_a": 4.323
}